C5H9NO | ωB97M-V/def2-TZVPD

Strongest force on any atom ... 2.654 eV/A
Calculated total energy ... -8864.039 eV
Charge ... 0
E_LUMO ... 0.814 eV

Structure (XYZ):
```
16
Properties=species:S:1:pos:R:3:forces:R:3:nbo_charge:R:1
O -2.3433 -1.3054 0.5711 0.02 0.84 -0.18 -0.69
N 1.8035 1.2119 0.2108 0.07 0.11 0.31 -0.58
C -0.8069 1.1373 -0.2080 -0.66 -1.62 -0.94 -0.48
C 0.5366 0.5378 0.0098 -0.13 -0.23 0.14 0.04
C 1.5965 0.4531 -1.0320 -0.05 -0.13 -0.21 -0.26
C -1.2375 -0.7441 -0.0738 0.61 -0.35 -0.48 0.16
C 0.0569 -0.7093 0.7003 0.21 -0.30 0.02 -0.47
H -0.9384 1.7466 -1.1023 -0.45 -0.35 0.10 0.21
H -2.3181 -1.1720 1.5320 0.22 0.13 -0.37 0.48
H -0.1312 -0.4703 1.7595 -0.09 -0.18 -0.19 0.21
H -1.6899 0.8122 0.3286 0.00 2.14 1.56 0.24
H 0.6645 -1.6072 0.6217 0.16 -0.09 0.13 0.22
H 2.3851 0.6861 0.8593 -0.06 0.12 -0.07 0.35
H 2.1057 -0.5041 -1.1634 -0.08 0.21 0.10 0.19
H -1.2413 -1.1345 -1.0774 0.34 -0.23 -0.17 0.19
H 1.5578 1.0618 -1.9362 -0.10 -0.09 0.25 0.20
```
Forces are in eV/Å.

C34H80BN11O14P | ωB97M-V/def2-TZVPD

Strongest force on any atom ... 1.734 eV/A
Calculated total energy ... -91584.802 eV
Charge ... -1
E_LUMO ... 1.310 eV

Structure (XYZ):
```
141
Properties=species:S:1:pos:R:3:forces:R:3:lowdin_charge:R:1
P -5.1399 -6.0075 -4.8223 -1.54 0.71 -0.38 0.88
O -4.2605 -2.5851 -2.9978 0.11 0.11 0.23 -0.04
O 4.9667 5.7047 7.6274 0.01 0.28 0.02 0.02
O 3.1430 0.8469 6.5136 0.12 -0.02 0.05 0.02
O 1.9300 -1.3639 -7.4342 0.19 -0.03 -0.10 0.02
O -1.6560 0.8254 -3.8169 0.06 0.11 -0.10 0.03
O -2.4422 -0.5921 5.4998 0.12 -0.02 -0.01 0.01
O -2.4388 -1.2847 1.1703 0.01 0.04 0.07 0.00
O 0.9073 -5.8994 -5.2202 0.06 -0.10 -0.17 0.02
O -0.2656 6.4037 -7.9834 0.02 0.04 0.03 0.03
O -3.9959 -6.9946 -5.5467 0.34 -0.04 0.37 -0.36
O 1.2805 3.4855 3.3938 -0.02 -0.02 0.01 0.02
O 1.7604 -6.2124 0.1207 0.06 0.02 -0.04 0.03
O -1.8145 -4.0801 -2.3390 -0.37 -0.02 0.08 0.11
O -5.9583 -4.0412 -2.9786 0.14 -0.03 -0.22 -0.09
N -4.4966 -1.8764 0.4813 0.26 0.05 -0.17 0.03
N 2.4955 -5.9454 2.2208 -0.07 0.14 0.04 0.00
N 2.2958 -4.9694 -3.7309 0.09 0.09 -0.16 0.02
N -0.5918 -0.7821 6.7428 0.11 -0.17 -0.12 0.01
N 0.4022 4.1784 1.4570 -0.10 -0.14 -0.05 0.00
N -1.9212 5.1573 -7.1252 0.01 0.09 0.17 0.01
N 4.8368 1.7152 7.6922 0.00 0.14 -0.02 0.01
N -2.6091 2.5761 -2.8028 -0.15 -0.08 0.06 -0.01
N -2.7733 -4.3893 -4.5650 0.15 -0.28 0.21 0.09
N 6.6657 6.6105 8.7756 0.00 0.13 -0.06 0.01
N 0.7573 0.5412 -7.5166 0.24 0.11 0.04 0.01
C -4.2496 -4.3661 -4.5863 0.94 -0.15 -0.09 -0.39
C -3.6088 3.2840 -2.0291 0.45 0.18 -0.21 -0.09
C 0.5671 3.2432 2.4318 0.07 -0.04 0.09 -0.54
C 1.3846 -4.8843 -4.7372 -0.12 0.08 0.08 -0.54
C -2.8366 4.6861 -6.0997 0.05 -0.17 -0.38 -0.07
C 5.6620 6.6806 7.8622 -0.07 -0.04 -0.03 -0.53
C 3.8437 1.8172 6.7663 -0.07 0.02 -0.10 -0.53
C -5.9160 -2.1386 0.6176 0.16 -0.06 -0.20 -0.07
C 0.4076 1.9016 -7.1586 -0.29 -0.24 -0.30 -0.08
C 0.8052 -1.0725 7.0277 -0.44 0.09 0.35 -0.08
C 7.5869 7.6558 9.1804 -0.03 -0.35 0.11 -0.08
C 5.7719 2.7319 8.1402 0.01 -0.31 -0.09 -0.09
C -0.3797 4.0817 0.2393 0.20 0.32 0.16 -0.09
C -1.7065 -6.4644 -3.2127 -0.33 0.01 0.16 0.00
C -3.6250 -1.4746 1.4303 -0.03 -0.03 -0.03 -0.55
C 1.7831 -0.2170 -7.0494 -0.21 -0.02 0.08 -0.55
C -4.1547 -1.2754 2.8312 0.12 0.00 -0.10 -0.01
C -1.2553 -0.8864 5.5656 -0.05 0.03 -0.02 -0.53
C -2.5851 1.2463 -3.1515 -0.10 -0.08 0.08 -0.54
C -0.9647 6.1171 -7.0257 0.01 -0.05 -0.08 -0.56
C 5.4478 8.0000 7.1599 -0.04 -0.04 -0.02 -0.01
C 2.9481 -3.8894 -3.0224 -0.01 -0.34 0.09 -0.08
C -3.7383 0.3979 -2.6767 0.29 -0.06 -0.18 0.00
C 1.7566 -5.5493 1.1412 0.00 0.02 0.00 -0.55
C 0.9613 -4.2734 1.2882 0.00 -0.08 -0.12 0.00
C 2.6186 -5.2941 3.5097 0.15 -0.33 -0.14 -0.08
C 0.9747 -3.5079 -5.1926 -0.01 -0.05 0.13 0.00
C -4.8633 -3.5945 -3.4032 -0.66 0.21 0.47 -0.72
C -0.8090 6.8037 -5.6877 0.04 0.03 -0.03 -0.01
C -5.3283 -6.7952 -3.1927 0.55 -0.65 0.04 -0.29
C -0.1566 1.9303 2.2600 0.10 0.10 0.06 0.01
C -0.4674 -1.3666 4.3641 -0.22 0.06 -0.01 0.00
C 2.7036 0.4119 -6.0286 0.02 -0.03 0.00 -0.01
C 3.6507 3.1443 6.0826 -0.16 -0.12 -0.06 0.00
B -2.1330 -4.9534 -3.3710 0.08 0.10 -0.24 -0.63
H -4.5590 -2.2117 3.2189 -0.12 0.06 0.04 0.09
H -2.6768 5.2147 -5.1670 0.02 0.04 0.02 0.06
H 0.9023 5.0339 1.6354 0.02 0.01 -0.01 0.13
H -1.1421 4.8641 0.2353 -0.09 -0.08 -0.11 0.08
H 6.7927 2.3935 7.9389 0.04 0.12 0.05 0.08
H -1.8163 3.0939 -3.1447 0.04 0.01 0.01 0.12
H -1.2345 2.0877 2.2203 -0.02 -0.10 -0.12 0.09
H 2.7101 -3.9467 -1.9583 0.00 0.09 0.01 0.07
H 5.2063 8.7844 7.8779 0.07 0.05 -0.03 0.08
H -4.9309 -0.5090 2.8507 -0.08 -0.08 0.04 0.08
H 0.8651 -1.8509 7.7935 0.09 -0.05 -0.07 0.08
H -6.4765 -1.4893 -0.0558 -0.07 -0.04 0.02 0.08
H -2.3953 -4.7865 -5.4158 -0.21 -0.28 -0.04 0.09
H 0.3558 -0.6817 4.1598 0.12 -0.12 0.04 0.07
H -2.6905 3.6188 -5.9279 -0.02 0.00 0.13 0.08
H 4.6178 7.8889 6.4700 -0.02 -0.07 0.01 0.09
H 1.0990 2.3037 -6.4269 0.01 -0.02 0.03 0.07
H -0.8655 3.1154 0.1547 0.03 -0.04 0.04 0.07
H 0.2404 -3.6082 -5.9844 -0.01 -0.04 -0.01 0.09
H 3.1996 1.2901 -6.4442 -0.03 0.06 0.06 0.08
H -4.4106 2.6243 -1.7186 0.03 -0.08 -0.04 0.07
H 8.6138 7.3475 8.9777 0.03 0.11 -0.02 0.08
H 0.2393 -4.3685 2.1002 0.01 0.12 0.02 0.08
H 3.4142 3.9197 6.8090 0.15 0.09 -0.02 0.07
H -4.0280 4.0933 -2.6330 -0.17 0.03 0.13 0.07
H 0.2705 4.2253 -0.6258 -0.10 -0.08 -0.10 0.08
H 0.4271 2.5323 -8.0498 0.06 0.14 0.07 0.08
H -3.3381 -0.9602 3.4709 -0.07 0.02 0.04 0.04
H -4.0899 -2.0119 -0.4405 -0.16 -0.04 -0.09 0.12
H 0.1730 1.4274 1.3505 -0.15 -0.04 -0.04 0.09
H 2.2810 -5.9642 4.3035 -0.03 0.09 0.07 0.08
H -5.5716 -7.8412 -3.3878 0.09 -0.14 -0.06 0.03
H -4.5399 -3.7970 -5.4710 -0.11 0.07 -0.13 0.10
H 4.9047 0.7963 8.0991 0.01 -0.01 0.01 0.13
H -6.1280 -3.1712 0.3399 -0.09 0.02 -0.02 0.09
H -2.3830 -7.1838 -3.6653 -0.08 0.08 -0.25 0.04
H -3.1461 3.7188 -1.1389 -0.17 0.02 0.07 0.06
H 0.1791 0.0611 -8.1874 -0.06 -0.02 0.05 0.14
H -1.1717 -0.4540 7.4979 0.00 0.03 0.01 0.13
H 5.6604 2.8816 9.2178 0.05 0.11 -0.01 0.08
H -2.3996 -4.1708 -1.5822 0.21 0.10 0.20 0.09
H -3.7820 0.4059 -1.5851 -0.10 0.02 -0.01 0.08
H -1.9742 4.7384 -8.0400 -0.01 -0.03 0.00 0.14
H -3.6201 -0.6342 -3.0092 0.04 0.07 0.00 0.06
H 2.1476 0.6991 -5.1353 0.00 0.07 -0.02 0.09
H 1.8226 -2.9432 -5.5786 -0.01 0.04 0.02 0.06
H 2.5126 -5.9158 -3.4622 -0.07 0.00 0.11 0.14
H 2.0224 -4.3891 3.5410 -0.01 0.02 -0.02 0.06
H -3.5773 -6.5118 -6.2647 0.05 -0.08 -0.08 0.03
H 7.4891 7.8454 10.2505 0.03 0.11 -0.01 0.08
H -1.7300 7.3153 -5.4066 -0.01 -0.05 0.08 0.08
H -0.5465 6.0832 -4.9123 -0.07 0.02 0.05 0.08
H -1.6411 -6.7046 -2.1515 0.30 -0.05 0.12 0.06
H -0.0123 7.5358 -5.7702 0.02 -0.01 -0.06 0.08
H -6.1740 -6.3526 -2.6880 -0.07 0.28 -0.04 0.02
H 5.6087 3.6901 7.6458 -0.11 -0.31 0.07 0.04
H 3.6616 -5.0331 3.7016 -0.03 0.10 0.07 0.08
H 6.3370 8.2867 6.5976 0.01 0.08 0.04 0.09
H -6.2449 -1.9656 1.6376 0.03 0.02 0.03 0.06
H -4.4581 -6.7741 -2.5379 0.10 0.10 0.05 0.03
H -4.6738 0.7860 -3.0854 -0.06 -0.01 0.12 0.09
H 2.8294 3.0560 5.3758 0.01 -0.06 -0.01 0.06
H 4.0323 -3.9645 -3.1392 0.01 0.11 0.01 0.08
H 3.0041 -6.8006 2.0664 0.00 -0.02 0.00 0.13
H 7.3859 8.5754 8.6429 -0.02 0.01 -0.02 0.07
H 3.4575 -0.3184 -5.7523 -0.01 -0.06 -0.04 0.08
H 1.2947 -0.1761 7.3950 0.19 -0.04 -0.08 0.06
H 1.6262 -3.4329 1.4920 -0.07 0.04 0.09 0.08
H 6.7544 5.7052 9.2089 0.01 0.00 0.03 0.14
H 0.5182 -2.9663 -4.3613 -0.01 0.08 -0.04 0.10
H 4.5526 3.4284 5.5396 0.03 0.12 0.08 0.09
H 0.4252 -4.0788 0.3643 0.00 -0.07 -0.04 0.08
H -0.0733 -2.3685 4.5414 0.11 0.04 0.01 0.08
H 2.6203 -2.9283 -3.4031 -0.03 0.01 -0.03 0.07
H 0.0681 1.2960 3.1092 0.04 0.05 0.06 0.06
H -0.6016 1.9207 -6.7421 0.06 0.09 0.14 0.07
H -1.1168 -1.3963 3.4915 -0.04 0.03 0.01 0.06
H 1.3259 -1.4077 6.1395 0.01 0.06 -0.05 0.07
H -0.7352 -6.6083 -3.6801 0.27 -0.06 0.03 0.04
H -3.8675 4.8416 -6.4211 -0.04 0.03 0.11 0.08
```
Forces are in eV/Å.

C4H15N2OS | ωB97M-V/def2-TZVPD

Strongest force on any atom ... 4.296 eV/A
Calculated total energy ... -20246.110 eV
Charge ... +1
E_LUMO ... -3.301 eV

Structure (XYZ):
```
23
Properties=species:S:1:pos:R:3:forces:R:3:nbo_charge:R:1
S -2.9100 2.2864 -1.3116 -0.10 0.89 2.09 0.05
O 2.9415 0.4289 -1.5627 -1.34 -1.07 3.24 -0.99
N 0.5082 -1.3420 -0.7221 0.24 -0.20 -1.16 -0.73
N 0.4173 -1.4792 2.3353 -1.14 2.99 -2.56 -0.84
C 0.6174 -0.3291 1.5094 1.22 -2.09 -2.08 -0.24
C -0.7832 0.7853 -0.4691 2.35 0.70 -0.49 -0.42
C -2.1108 1.3543 0.0702 0.66 -0.14 1.61 -0.54
C -0.2475 -0.4780 0.2290 -4.06 -0.02 1.41 -0.07
H -0.3037 -1.4629 2.9492 -2.14 -0.18 2.28 0.38
H 3.2391 0.4402 -2.4468 0.15 1.13 -1.42 0.51
H 0.0470 1.6438 -0.4283 -1.77 -1.72 -0.40 0.22
H 1.6680 -0.4317 1.1578 -0.24 0.15 0.07 0.19
H -1.7746 2.0772 0.8885 -0.97 -0.57 -1.18 0.24
H -0.8862 0.4385 -1.5174 -0.14 0.75 0.28 0.20
H 0.4787 -2.3545 -0.4587 0.85 1.11 0.49 0.46
H -1.2626 -1.0335 0.5100 2.36 0.71 -0.43 0.23
H 1.1333 -2.0629 2.4428 3.19 -2.55 1.05 0.38
H 0.6638 0.6618 1.8787 -0.89 0.98 1.01 0.22
H 2.5040 1.1854 -1.1217 0.93 -0.06 -1.62 0.50
H 1.4275 -0.8131 -0.6997 -0.14 -1.68 -0.90 0.48
H -2.8045 1.3314 -2.1674 0.05 -1.22 -1.03 0.10
H -2.7270 0.5546 0.6546 0.69 1.32 -1.52 0.23
H 0.1642 -1.4008 -1.7200 0.23 0.77 1.24 0.44
```
Forces are in eV/Å.

| no. | HOMO-LUMO gap (eV) |
| --- | --- |
| 1 | 8.9033 |
| 2 | 5.4618 |
| 3 | 9.0698 |